Computed, not measured: a molecular structure, C52H69N2NbO6P at a distorted geometry, with wB97M-V/def2-TZVPD.

Geometry as XYZ:
```
131
Properties=species:S:1:pos:R:3:forces:R:3
C -2.51778 -1.24745 5.26781 -0.266 -0.223 0.341
C -3.67057 -1.98413 5.21820 0.505 0.874 -0.469
C -3.98098 -2.92391 4.11419 -1.376 1.479 -0.377
O -4.85884 -3.74417 4.24333 0.481 -0.327 -0.121
O -3.18360 -2.79235 3.03901 0.243 -0.407 0.545
C -2.76102 -4.01161 2.40887 0.387 -0.292 -0.897
C -3.11205 -4.02081 0.91606 0.042 0.113 0.250
C -1.94970 -3.51747 0.06323 0.016 -0.236 -0.390
C -2.09706 -3.77406 -1.45123 0.139 0.654 -0.040
C -2.52642 -2.49183 -2.23314 0.574 -0.894 -0.081
C -1.43258 -2.01125 -3.23755 -1.049 0.448 0.348
Nb -1.44307 0.21805 -3.54553 2.220 -0.296 0.969
C -0.42123 -0.03696 -5.60600 -0.817 0.464 0.404
C 0.68203 1.00212 -5.82034 0.005 -0.735 -0.418
O 0.16561 2.14387 -6.51851 0.183 -0.083 0.202
C 1.82713 0.43884 -6.68575 -0.143 0.884 0.256
N 2.99845 1.34794 -6.70131 -0.341 -0.024 0.096
P -3.76317 -0.05768 -4.70244 -0.769 -0.707 0.143
O -4.84800 -0.12096 -3.64600 0.041 0.358 -0.084
N -1.37815 2.36501 -3.80784 -0.982 0.366 1.278
C -2.58832 2.92673 -4.30230 0.363 0.445 -0.954
C -3.69677 3.29764 -3.33644 0.198 0.235 -0.034
O -2.73636 3.13493 -5.48872 -0.020 -0.267 0.329
C -0.87229 3.05000 -2.68520 -0.073 0.377 0.094
C -0.70882 4.56434 -2.80804 -0.400 -0.110 -0.360
O -0.52551 2.50843 -1.65825 0.244 -0.254 -0.217
H -1.82252 -1.39152 6.09842 -0.878 1.306 0.826
H -2.24984 -0.47551 4.55012 0.829 -1.362 -1.035
H -4.40294 -1.88304 6.01436 0.620 -1.534 0.719
H -3.11814 -4.89872 2.92875 -0.446 0.260 0.138
H -1.66871 -4.03806 2.47259 -0.029 0.170 0.251
H -3.37063 -5.03388 0.59760 0.015 -0.030 0.093
H -4.00302 -3.40437 0.77742 -0.017 -0.052 -0.105
H -1.02552 -3.99784 0.40240 -0.100 -0.075 0.139
H -1.80338 -2.44427 0.21073 0.009 -0.015 0.130
H -1.11742 -4.08815 -1.81962 -0.082 -0.077 -0.119
H -2.78999 -4.59065 -1.67118 0.000 -0.067 0.239
H -2.75616 -1.71892 -1.50506 -0.272 0.032 -0.115
H -3.42079 -2.74237 -2.80390 -0.178 0.414 0.095
H -0.44969 -2.33951 -2.88497 0.094 0.203 -0.074
H -1.63726 -2.53702 -4.17815 0.311 0.145 -0.128
H -2.28970 0.42294 -1.93121 -0.509 -0.024 -0.036
H 0.24258 0.25374 -2.82496 0.175 -0.231 -0.647
H -0.04031 -1.05918 -5.65313 -0.006 -0.006 -0.166
H -1.19775 0.12445 -6.36325 0.227 -0.216 -0.236
H 1.08481 1.31863 -4.84966 0.153 0.080 -0.071
H 0.50043 2.91576 -6.05878 -0.240 0.165 -0.019
H 1.41886 0.40642 -7.69670 0.088 -0.388 -0.036
H 2.11859 -0.55678 -6.34902 0.047 0.001 -0.013
H 2.82230 2.08488 -7.37508 -0.036 -0.040 -0.050
H 3.00004 1.82920 -5.80594 0.293 -0.076 0.052
H -4.06526 0.85232 -5.75556 0.035 -0.263 -0.194
H -3.75228 -1.32621 -5.36826 0.145 0.329 -0.458
H -4.60941 3.41208 -3.91509 -0.065 -0.210 0.045
H -3.82068 2.59675 -2.51306 0.042 -0.057 -0.060
H -3.46661 4.29352 -2.94353 0.048 -0.106 0.168
H -0.86986 5.01360 -1.83148 0.153 0.018 0.026
H -1.40789 4.99700 -3.52662 0.048 -0.016 0.022
H 0.28965 4.80505 -3.17604 0.081 -0.125 0.148
C 1.65853 1.91408 2.51270 0.007 0.006 0.051
C 0.36203 1.48856 2.25828 -0.029 -0.060 -0.084
C -0.58857 1.52326 3.26936 0.025 0.015 0.060
C -0.24603 1.99068 4.53210 -0.024 -0.038 -0.022
C 1.05012 2.41871 4.78489 0.032 -0.006 0.028
C 2.00340 2.37665 3.77595 0.006 0.011 0.011
H 2.40022 1.88481 1.72505 -0.015 0.002 -0.011
H 0.09230 1.13141 1.27217 -0.009 0.039 -0.011
H -1.59836 1.18641 3.07082 0.000 0.038 -0.057
H -0.99060 2.02218 5.31882 -0.004 0.011 0.006
H 1.31742 2.78529 5.76909 0.000 -0.001 0.002
H 3.01628 2.70625 3.97490 0.002 -0.001 -0.013
C 7.27309 5.17063 6.11460 -0.006 0.002 0.001
C 7.50698 3.93835 6.70918 0.000 0.002 0.011
C 6.46744 3.03077 6.85853 0.003 -0.002 -0.004
C 5.19535 3.35227 6.40566 -0.015 0.009 -0.003
C 4.96215 4.58367 5.80807 -0.027 -0.011 0.009
C 5.99999 5.49423 5.66594 0.011 -0.001 -0.002
H 8.08351 5.87932 6.00045 0.000 -0.002 -0.003
H 8.50055 3.68505 7.05671 -0.003 0.002 0.004
H 6.64852 2.07192 7.32720 0.000 -0.004 -0.012
H 4.38525 2.64243 6.51798 0.002 -0.003 -0.005
H 3.97010 4.83377 5.45299 0.001 0.000 0.000
H 5.81667 6.45590 5.20405 -0.001 -0.006 -0.010
C -3.56070 4.54290 -8.14020 0.016 -0.051 0.089
C -4.88259 4.74896 -8.51469 0.016 0.051 -0.047
C -5.18033 5.42875 -9.68906 -0.003 -0.014 0.016
C -4.15440 5.89810 -10.49809 -0.006 0.008 -0.013
C -2.83209 5.69079 -10.12864 0.016 0.002 0.020
C -2.53668 5.01749 -8.95015 -0.037 0.038 -0.052
H -3.32682 4.01495 -7.22177 -0.056 0.085 -0.202
H -5.68322 4.37741 -7.88710 0.010 -0.005 0.007
H -6.21250 5.59215 -9.97477 0.003 -0.010 -0.007
H -4.38540 6.42434 -11.41639 0.002 -0.001 0.002
H -2.03086 6.05442 -10.76075 -0.004 0.002 0.001
H -1.50578 4.85780 -8.65996 -0.007 -0.038 0.004
C 0.80464 -2.28406 8.18064 -0.019 -0.009 0.007
C 0.90521 -2.84069 9.44827 0.023 -0.035 0.014
C 0.71001 -2.04921 10.57181 -0.017 0.018 -0.005
C 0.40599 -0.70208 10.42730 -0.001 -0.012 -0.001
C 0.30176 -0.14604 9.15954 0.002 -0.005 0.016
C 0.50475 -0.93643 8.03675 -0.018 0.020 -0.065
H 0.95968 -2.90040 7.30359 0.009 0.008 -0.003
H 1.13570 -3.89262 9.56075 0.000 0.002 0.009
H 0.79375 -2.48279 11.56031 -0.008 -0.006 -0.003
H 0.24942 -0.08566 11.30345 0.002 0.002 -0.001
H 0.06248 0.90366 9.04631 0.005 0.003 -0.005
H 0.42930 -0.50206 7.04736 0.017 0.021 -0.004
C 5.09512 -0.71456 -8.16256 -0.070 -0.109 0.038
C 5.55342 -1.97237 -7.79050 0.047 -0.003 -0.073
C 6.53526 -2.60884 -8.53887 -0.001 0.008 0.026
C 7.06777 -1.98449 -9.65874 0.008 -0.009 -0.004
C 6.61393 -0.72645 -10.03116 -0.009 0.021 -0.006
C 5.62667 -0.09505 -9.28569 0.045 -0.042 -0.010
H 4.32784 -0.21436 -7.58208 0.133 0.034 -0.031
H 5.14265 -2.45741 -6.91379 -0.014 0.000 -0.006
H 6.88621 -3.59185 -8.24938 0.006 0.005 0.002
H 7.83618 -2.47832 -10.24082 -0.004 0.000 -0.002
H 7.03004 -0.23808 -10.90398 -0.004 -0.007 -0.003
H 5.26953 0.88440 -9.57895 -0.005 0.004 0.016
C -1.91840 -8.11005 10.20380 0.003 0.007 0.002
C -1.10623 -8.29031 9.09270 -0.001 -0.006 0.002
C -0.70431 -7.19432 8.34146 0.006 0.001 0.022
C -1.10861 -5.91764 8.70675 0.026 0.000 -0.033
C -1.91804 -5.73664 9.81937 -0.007 0.020 0.020
C -2.32599 -6.83324 10.56606 0.017 -0.008 0.001
H -2.23447 -8.96518 10.78776 -0.002 0.000 -0.003
H -0.78689 -9.28576 8.81137 -0.010 0.000 -0.006
H -0.07584 -7.33499 7.47130 -0.002 0.001 0.000
H -0.79315 -5.06175 8.12363 -0.027 0.007 -0.003
H -2.23102 -4.73970 10.10310 0.002 0.003 -0.014
H -2.96183 -6.69292 11.43097 0.001 0.001 0.000
```
Forces are in eV/Å.

As for the total energy: -2981.8852 a.u. The value obtained for the largest force on an atom is 2.4 eV/A. The lowest unoccupied orbital energy comes out at 1.07 eV. The frontier orbital gap is 5.9820 eV. The total charge is -1. The value obtained for the HOMO energy is -4.9133 eV.